1.
Formula: C3H11NO
Source: the Open Molecules 2025 dataset
Level of theory: ωB97M-V/def2-TZVPD

Summary:
* frontier orbital gap: 10.317 eV
* electronic energy: -250.8828 a.u.
* ΔE to the lowest compared entry with this formula, charge and spin: 8.67 kcal per mole
* spin multiplicity: 1
* LUMO level: 1.01 eV
* SMILES string: CCCN.O
* largest force on an atom: 0.0165 hartree/bohr
* molar mass: 77.1 Da

Last columns: bonded neighbours and bond lengths (Å).
Geometry (Å):
1 C 0.21754 -2.66944 -0.51592  C2 1.534, H5 1.082, H6 1.093, H7 1.087
2 C 0.03857 -1.40572 0.33418  C1 1.534, C3 1.527, H8 1.085, H9 1.100
3 C -0.43160 -0.17711 -0.44045  C2 1.527, N4 1.455, H10 1.092, H11 1.087
4 N -0.98408 0.83876 0.44294  C3 1.455, H12 1.001, H13 1.005
5 H 0.86061 -2.50017 -1.36912  C1 1.082
6 H -0.73928 -3.03527 -0.89849  C1 1.093
7 H 0.62796 -3.44473 0.12667  C1 1.087
8 H -0.67727 -1.61885 1.12091  C2 1.085
9 H 1.00297 -1.20199 0.82200  C2 1.100
10 H -1.16813 -0.51218 -1.17443  C3 1.092
11 H 0.39852 0.24627 -1.00104  C3 1.087
12 H -1.79087 1.32356 0.10318  N4 1.001
13 H -0.92042 0.63696 1.42567  N4 1.005
14 O 1.06611 3.11531 0.17503  H15 0.975, H16 0.972
15 H 1.70432 2.43695 -0.11383  O14 0.975
16 H 0.21597 2.64509 0.14141  O14 0.972

***

2.
Formula: C3H11NO
Source: the Open Molecules 2025 dataset
Level of theory: ωB97M-V/def2-TZVPD

Summary:
* frontier orbital gap: 9.582 eV
* electronic energy: -250.8659 a.u.
* ΔE to the lowest compared entry with this formula, charge and spin: 19.29 kcal per mole
* spin multiplicity: 1
* LUMO level: 0.65 eV
* SMILES string: CCNC.O
* largest force on an atom: 0.0431 hartree/bohr
* molar mass: 77.1 Da

Last columns: bonded neighbours and bond lengths (Å).
Geometry (Å):
1 C 0.69259 -0.98009 1.77800  C2 1.547, H5 1.103, H6 1.103, H7 1.103
2 C 1.07958 -0.19759 0.50033  C1 1.547, N3 1.454, H8 1.107, H9 1.107
3 N -0.01387 0.67637 0.10523  C2 1.454, C4 1.475, H10 1.028
4 C 0.51290 1.49342 -1.00464  N3 1.475, H11 1.103, H12 1.103, H13 1.103
5 H 0.02500 -1.82263 1.53088  C1 1.103
6 H 0.14505 -0.27600 2.42689  C1 1.103
7 H 1.56024 -1.37065 2.33591  C1 1.103
8 H 1.37352 -0.95620 -0.25039  C2 1.107
9 H 1.99122 0.35904 0.79107  C2 1.107
10 H -0.79506 0.14588 -0.30112  N3 1.028
11 H -0.36798 2.02752 -1.39884  C4 1.103
12 H 0.93188 0.86475 -1.80828  C4 1.103
13 H 1.27157 2.23709 -0.70800  C4 1.103
14 O -2.73491 -0.37628 -1.50175  H15 0.984, H16 0.984
15 H -3.53243 -0.66514 -1.00298  O14 0.984
16 H -2.13931 -1.15949 -1.49230  O14 0.984

***

3.
Formula: C3H11NO
Source: the Open Molecules 2025 dataset
Level of theory: ωB97M-V/def2-TZVPD

Summary:
* frontier orbital gap: 10.196 eV
* electronic energy: -250.8236 a.u.
* ΔE to the lowest compared entry with this formula, charge and spin: 45.82 kcal per mole
* spin multiplicity: 1
* LUMO level: 0.92 eV
* SMILES string: NCO.CC
* largest force on an atom: 0.0523 hartree/bohr
* molar mass: 77.1 Da

Last columns: bonded neighbours and bond lengths (Å).
Geometry (Å):
1 N 2.08575 2.61411 -2.60300  C2 1.484, H4 1.072, H5 1.039
2 C 3.02871 2.40794 -1.47532  N1 1.484, O3 1.488, H6 1.134, H7 1.147
3 O 3.51227 1.00286 -1.55032  C2 1.488, H8 0.957
4 H 1.88121 1.89116 -3.36785  N1 1.072
5 H 1.31776 3.20970 -2.23473  N1 1.039
6 H 3.79558 3.23283 -1.60712  C2 1.134
7 H 2.48089 2.52466 -0.47393  C2 1.147
8 H 3.05521 0.80265 -2.36730  O3 0.957
9 C -1.84214 -2.20305 1.98176  C10 1.558, H11 1.122, H12 1.095, H13 1.056
10 C -3.39952 -2.23790 1.96611  C9 1.558, H14 1.082, H15 1.104, H16 1.129
11 H -1.33104 -2.95697 2.63632  C9 1.122
12 H -1.63503 -1.16687 2.26781  C9 1.095
13 H -1.43481 -2.35538 1.01945  C9 1.056
14 H -3.83721 -1.59850 1.21116  C10 1.082
15 H -3.67675 -3.28328 1.74296  C10 1.104
16 H -4.00088 -1.88396 2.85400  C10 1.129

***

4.
Formula: C3H11NO2
Source: the Open Molecules 2025 dataset
Level of theory: ωB97M-V/def2-TZVPD

Summary:
* frontier orbital gap: 8.916 eV
* electronic energy: -326.0920 a.u.
* ΔE to the lowest compared entry with this formula, charge and spin: 24.76 kcal per mole
* spin multiplicity: 1
* LUMO level: 0.87 eV
* SMILES string: C=CNC.O.O
* largest force on an atom: 0.0320 hartree/bohr
* molar mass: 93.1 Da

Last columns: bonded neighbours and bond lengths (Å).
Geometry (Å):
1 C 1.90782 -1.12673 -0.25008  C2 1.334, H5 1.073, H6 1.083
2 C 0.75706 -0.89917 0.38495  C1 1.334, N3 1.383, H7 1.084
3 N 0.46134 0.26653 1.06740  C2 1.383, C4 1.450, H8 1.005
4 C -0.10322 0.21870 2.40164  N3 1.450, H9 1.082, H10 1.100, H11 1.092
5 H 2.71108 -0.42153 -0.34105  C1 1.073
6 H 2.06873 -2.09598 -0.70562  C1 1.083
7 H 0.13512 -1.76472 0.58395  C2 1.084
8 H 1.12173 0.99436 0.85834  N3 1.005
9 H -0.00524 -0.75913 2.85369  C4 1.082
10 H -1.16637 0.50272 2.39243  C4 1.100
11 H 0.34654 1.01082 3.00346  C4 1.092
12 O -2.33078 0.52404 -0.65365  H13 0.965, H14 0.969
13 H -2.69763 -0.35288 -0.82150  O12 0.965
14 H -1.84923 0.65248 -1.48494  O12 0.969
15 O -0.08102 0.69653 -2.41328  H16 0.967, H17 0.967
16 H 0.27078 0.90774 -1.53792  O15 0.967
17 H 0.69231 0.51415 -2.96468  O15 0.967

***

5.
Formula: C3H11NO2
Source: the Open Molecules 2025 dataset
Level of theory: ωB97M-V/def2-TZVPD

Summary:
* frontier orbital gap: 9.604 eV
* electronic energy: -326.1150 a.u.
* ΔE to the lowest compared entry with this formula, charge and spin: 10.35 kcal per mole
* spin multiplicity: 1
* LUMO level: 0.83 eV
* SMILES string: C[C@H](O)CN.O
* largest force on an atom: 0.0209 hartree/bohr
* molar mass: 93.1 Da

Last columns: bonded neighbours and bond lengths (Å).
Geometry (Å):
1 C 0.85738 0.18081 -0.31417  C2 1.518, H6 1.088, H7 1.094, H8 1.079
2 C -0.53055 -0.12622 -0.84821  C1 1.518, O3 1.413, C4 1.536, H9 1.093
3 O -1.37470 0.94434 -0.47833  C2 1.413, H10 0.961
4 C -1.13345 -1.42099 -0.28299  C2 1.536, N5 1.445, H11 1.083, H12 1.097
5 N -0.29948 -2.58067 -0.50108  C4 1.445, H13 1.009, H14 1.003
6 H 1.60692 -0.49212 -0.72618  C1 1.088
7 H 1.11923 1.19384 -0.63211  C1 1.094
8 H 0.95166 0.12468 0.75899  C1 1.079
9 H -0.44245 -0.27472 -1.92740  C2 1.093
10 H -2.04502 1.11919 -1.14381  O3 0.961
11 H -1.32138 -1.25355 0.76998  C4 1.083
12 H -2.10791 -1.56422 -0.76593  C4 1.097
13 H 0.58929 -2.39041 -0.93916  N5 1.009
14 H -0.19154 -3.19245 0.28643  N5 1.003
15 O 1.96407 2.47851 1.96010  H16 0.968, H17 0.966
16 H 2.76742 2.77235 2.41244  O15 0.968
17 H 1.28968 2.97384 2.44264  O15 0.966

***

6.
Formula: C3H11NO2
Source: the Open Molecules 2025 dataset
Level of theory: ωB97M-V/def2-TZVPD

Summary:
* frontier orbital gap: 10.408 eV
* electronic energy: -326.0401 a.u.
* ΔE to the lowest compared entry with this formula, charge and spin: 57.35 kcal per mole
* spin multiplicity: 1
* LUMO level: 0.82 eV
* SMILES string: CN(C)O.CO
* largest force on an atom: 0.0458 hartree/bohr
* molar mass: 93.1 Da

Last columns: bonded neighbours and bond lengths (Å).
Geometry (Å):
1 C -1.28517 0.18244 -0.51449  N2 1.511, H5 1.094, H6 1.093, H7 1.096
2 N -0.65044 -0.59663 0.61362  C1 1.511, C3 1.465, O4 1.455
3 C -0.03434 -1.83383 0.12680  N2 1.465, H8 1.095, H9 1.095, H10 1.095
4 O -1.74240 -0.93235 1.51460  N2 1.455, H11 0.974
5 H -1.64721 1.13882 -0.12647  C1 1.094
6 H -0.56903 0.39108 -1.31315  C1 1.093
7 H -2.13336 -0.38407 -0.91431  C1 1.096
8 H 0.31713 -2.43810 0.96980  C3 1.095
9 H -0.72862 -2.43580 -0.46843  C3 1.095
10 H 0.83870 -1.58772 -0.48576  C3 1.095
11 H -2.01147 -1.84249 1.29671  O4 0.974
12 C 1.74263 2.00570 -0.33937  O13 1.409, H14 1.094, H15 1.095, H16 1.094
13 O 1.79898 0.94900 0.59094  C12 1.409, H17 1.035
14 H 1.16680 2.84274 0.06611  C12 1.094
15 H 1.30221 1.65670 -1.27903  C12 1.095
16 H 2.75867 2.34398 -0.56248  C12 1.094
17 H 0.87690 0.54053 0.82491  O13 1.035

***

7.
Formula: C3H11NO2
Source: the Open Molecules 2025 dataset
Level of theory: ωB97M-V/def2-TZVPD

Summary:
* frontier orbital gap: 10.510 eV
* electronic energy: -326.1186 a.u.
* ΔE to the lowest compared entry with this formula, charge and spin: 8.09 kcal per mole
* spin multiplicity: 1
* LUMO level: 0.68 eV
* SMILES string: C[C@H](O)CN.O
* largest force on an atom: 0.0274 hartree/bohr
* molar mass: 93.1 Da

Last columns: bonded neighbours and bond lengths (Å).
Geometry (Å):
1 C 2.00978 -0.02596 0.67938  C2 1.521, H6 1.088, H7 1.074, H8 1.086
2 C 0.57148 -0.52042 0.71803  C1 1.521, O3 1.443, C4 1.523, H9 1.094
3 O 0.27861 -0.86496 -0.65209  C2 1.443, H10 0.961
4 C -0.45708 0.46632 1.25349  C2 1.523, N5 1.482, H11 1.087, H12 1.091
5 N -1.74101 -0.25408 1.42538  C4 1.482, H13 1.007, H14 1.014
6 H 2.21281 0.57633 1.56247  C1 1.088
7 H 2.72442 -0.82092 0.57610  C1 1.074
8 H 2.12638 0.51944 -0.25229  C1 1.086
9 H 0.46372 -1.44832 1.28688  C2 1.094
10 H -0.51446 -1.39020 -0.78835  O3 0.961
11 H -0.12320 0.79255 2.23505  C4 1.087
12 H -0.53254 1.32646 0.58735  C4 1.091
13 H -2.30518 -0.11980 0.60156  N5 1.007
14 H -2.18701 0.18092 2.22576  N5 1.014
15 O -0.44513 1.00171 -3.01561  H16 0.974, H17 0.945
16 H -0.52370 0.66264 -2.10547  O15 0.974
17 H -0.73109 0.20487 -3.43532  O15 0.945

***

8.
Formula: C3H11NO2
Source: the Open Molecules 2025 dataset
Level of theory: ωB97M-V/def2-TZVPD

Summary:
* frontier orbital gap: 7.120 eV
* electronic energy: -325.9274 a.u.
* ΔE to the lowest compared entry with this formula, charge and spin: 128.08 kcal per mole
* spin multiplicity: 1
* LUMO level: -0.33 eV
* SMILES string: C=CCN.O.O
* largest force on an atom: 0.1317 hartree/bohr
* molar mass: 93.1 Da

Last columns: bonded neighbours and bond lengths (Å).
Geometry (Å):
1 C -0.14378 2.36387 2.76228  C2 1.332, H5 1.109, H6 1.089
2 C 0.78957 1.73459 2.05075  C1 1.332, C3 1.431, H7 1.168
3 C 2.01445 2.31231 1.58870  C2 1.431, N4 1.520, H8 1.162, H9 1.052
4 N 3.01029 2.96195 2.53512  C3 1.520, H10 0.987, H11 1.038
5 H -0.16310 2.23150 3.86342  C1 1.109
6 H -1.11768 2.69738 2.40740  C1 1.089
7 H 0.60496 0.70294 1.53531  C2 1.168
8 H 2.40668 1.29495 1.18680  C3 1.162
9 H 2.00503 2.74735 0.63134  C3 1.052
10 H 3.03484 2.59281 3.45033  N4 0.987
11 H 2.90637 3.98650 2.66429  N4 1.038
12 O -1.28868 -5.94767 -1.57941  H13 1.001, H14 0.961
13 H -1.69236 -6.28161 -0.72670  O12 1.001
14 H -2.07550 -6.08435 -2.11344  O12 0.961
15 O -3.22814 -1.59425 -5.71852  H16 0.946, H17 0.980
16 H -4.15858 -1.66058 -5.56235  O15 0.946
17 H -2.64956 -1.08976 -5.10917  O15 0.980

***

9.
Formula: C3H11NO2
Source: the Open Molecules 2025 dataset
Level of theory: ωB97M-V/def2-TZVPD

Summary:
* frontier orbital gap (spin up / spin down): 8.593 / 6.419 eV
* total charge: +1
* electronic energy: -325.6049 a.u.
* ΔE to the lowest compared entry with this formula, charge and spin: 137.25 kcal per mole
* spin multiplicity: 2
* expectation value of S²: 1.76
* LUMO level (spin up / spin down): -6.62 / -8.80 eV
* largest force on an atom: 0.0622 hartree/bohr
* molar mass: 93.1 Da

Last columns: bonded neighbours and bond lengths (Å).
Geometry (Å):
1 C 1.28458 -1.47235 0.00492  C2 1.524, H5 1.094, H6 1.086, H7 1.088
2 C 0.38613 -0.42034 0.64524  C1 1.524, N4 1.435, H8 1.087, H9 1.117
3 C -1.29911 1.25073 0.35379  N4 1.399, H10 1.095, H11 1.090
4 N -0.32552 0.44759 -0.24915  C2 1.435, C3 1.399, H15 1.051
5 H 0.75774 -2.42250 -0.12141  C1 1.094
6 H 2.24214 -1.55091 0.51182  C1 1.086
7 H 1.54399 -1.17085 -1.00739  C1 1.088
8 H -0.24697 -0.81438 1.43603  C2 1.087
9 H 1.05573 0.27683 1.20403  C2 1.117
10 H -0.85798 1.92718 1.09339  C3 1.095
11 H -1.86476 1.75228 -0.43147  C3 1.090
12 H -2.45439 -0.21083 -0.77006  O14 0.945
13 H -3.67525 -0.10736 0.06325  O14 0.977
14 O -3.29010 -0.63859 -0.66057  H12 0.945, H13 0.977
15 H 0.40558 0.99553 -0.76894  N4 1.051
16 H 3.39584 1.44751 -0.86907  O17 0.968
17 O 2.94239 0.71047 -0.43442  H16 0.968

***

10.
Formula: C3H11NO2
Source: the Open Molecules 2025 dataset
Level of theory: ωB97M-V/def2-TZVPD

Summary:
* frontier orbital gap (spin up / spin down): 12.215 / 6.228 eV
* total charge: +1
* electronic energy: -325.7293 a.u.
* ΔE to the lowest compared entry with this formula, charge and spin: 59.14 kcal per mole
* spin multiplicity: 2
* expectation value of S²: 0.76
* LUMO level (spin up / spin down): -3.62 / -9.48 eV
* largest force on an atom: 0.1023 hartree/bohr
* molar mass: 93.1 Da

Last columns: bonded neighbours and bond lengths (Å).
Geometry (Å):
1 C -0.55023 -0.16353 -1.03559  C2 1.511, N5 1.439, H6 1.128, H7 1.119
2 C -0.27101 -0.97842 0.20640  C1 1.511, C3 1.514, O4 1.507, H8 1.089
3 C 1.16286 -1.39600 -0.04016  C2 1.514, H9 1.066, H10 1.103, H11 1.102
4 O -0.47801 -0.31696 1.54453  C2 1.507, H12 0.975
5 N -1.77399 0.59410 -1.02904  C1 1.439, H13 1.098, H14 1.062
6 H -0.54579 -0.96748 -1.82723  C1 1.128
7 H 0.30728 0.45881 -1.39527  C1 1.119
8 H -1.06624 -1.70696 0.36081  C2 1.089
9 H 1.32967 -1.82371 -1.00200  C3 1.066
10 H 1.55852 -2.09221 0.71864  C3 1.103
11 H 1.92060 -0.62133 -0.24262  C3 1.102
12 H 0.33268 0.22406 1.55050  O4 0.975
13 H -1.70626 1.43382 -0.32537  N5 1.098
14 H -2.37054 -0.09562 -0.48525  N5 1.062
15 H 0.05914 2.05923 0.67765  O17 0.978
16 H 1.20338 3.18963 1.14817  O17 1.037
17 O 0.88793 2.20256 1.17582  H15 0.978, H16 1.037